(1)
A 2-piece molecular cluster, C6H14N2O2 overall in a non-equilibrium geometry, computed with the ωB97M-V functional and the def2-TZVPD basis.

Results
HOMO energy   -9.852 eV
Relative energy (zero: lowest compared OMol25 entry of this formula, charge and spin)   0.970 eV
Largest force on an atom   0.0419 Eh/bohr

Atoms and positions in Å:
C -1.93 -0.89 0.39
C -0.72 -1.12 2.55
H -2.09 1.11 -0.45
C 1.64 1.86 0.35
H 2.35 -1.44 -2.61
H 1.11 1.78 1.29
C 2.02 0.38 -1.53
H -0.85 0.56 1.41
H 0.04 -1.85 2.25
N -1.17 -0.39 1.40
H 0.97 -0.57 -3.14
H -2.72 -0.13 -1.52
O -2.04 -2.09 0.21
H -3.56 0.32 -0.10
H -1.50 -1.78 2.93
O 3.14 0.82 -1.66
H 1.69 2.88 -0.02
H 2.69 1.64 0.48
H -0.25 -0.43 3.24
N 1.10 0.99 -0.71
C -2.59 0.14 -0.48
C 1.51 -0.85 -2.23
H 0.91 -1.47 -1.59
H 0.25 0.52 -0.46

(2)
C41H41NOP2Tc as an isolated structure in a non-equilibrium geometry, computed with the ωB97M-V functional and the def2-TZVPD basis.

Results
HOMO energy (alpha / beta)   -18.994 / -18.996 eV
2S+1   2
Net charge   +4
Relative energy (zero: lowest compared OMol25 entry of this formula, charge and spin)   0.000 eV
Largest force on an atom   0.0424 Eh/bohr

Atoms and positions in Å:
H 2.52 -0.12 3.30
H 6.24 2.68 3.70
C -3.03 1.60 -3.20
C -1.25 -2.95 3.02
H 0.96 -2.89 -3.34
C -4.33 -4.90 -4.01
H 1.01 -4.24 -2.19
H -5.35 -4.58 -3.80
H 1.16 1.90 3.50
C 3.40 1.43 1.41
H -1.53 -3.15 1.98
H 0.75 -2.28 -1.20
H -1.94 6.65 3.28
C 3.64 -0.46 -3.05
C 2.87 -1.53 -0.59
H -4.43 2.87 -2.20
C -1.41 1.93 -0.98
C -2.66 2.56 -1.02
H -2.15 -3.00 3.62
H 4.16 3.99 3.53
C -2.72 -2.51 -1.40
C 0.82 -1.47 3.15
C 1.45 -0.20 3.29
H 1.64 2.97 -0.81
C 0.08 4.65 1.41
C 0.68 0.94 3.40
C 4.59 0.70 1.51
H -0.59 -3.76 3.34
C -3.47 2.37 -2.15
H 6.54 0.61 2.41
C -0.73 0.82 3.43
H -3.39 4.65 3.22
H 0.25 6.67 2.12
H -4.14 -4.81 -5.08
H 4.74 -0.19 0.93
C 3.03 0.36 -2.11
C 4.26 3.07 2.97
C -3.68 -3.25 -2.21
H -3.66 1.49 -4.08
H -2.65 2.65 1.98
H 4.37 -2.42 -3.49
H 0.54 -4.52 -3.87
H -2.98 3.21 -0.23
C -1.34 -0.44 3.29
C -2.00 3.52 2.04
O -0.39 -1.17 -0.06
C -3.31 -4.13 -3.22
H -2.95 -0.62 -0.43
H -1.66 -4.96 -4.25
C -2.43 4.64 2.72
C -0.37 5.77 2.10
H 0.02 0.70 -2.04
P 2.07 0.91 0.41
H 1.44 -2.35 3.05
C -1.97 -4.28 -3.46
H -1.43 0.42 -4.02
H -4.25 -5.96 -3.78
C 0.46 -3.82 -3.04
H 2.58 -1.96 0.36
H -1.34 1.70 3.56
N 1.27 2.24 -0.21
C -0.96 -3.58 -2.71
C 2.65 -0.17 -0.87
H 3.95 -0.05 -4.00
H 2.88 1.41 -2.34
H -4.74 -3.13 -2.01
H 3.68 -3.37 -1.32
C 5.44 2.33 3.06
C 3.87 -1.80 -2.76
C 3.24 2.62 2.16
C -1.61 5.77 2.76
H -4.35 -1.70 -0.34
C -0.97 1.14 -2.05
H 1.03 4.68 0.90
H 2.33 3.21 2.06
P -0.29 2.11 0.38
C 3.48 -2.33 -1.54
H -2.42 -0.51 3.29
C -3.27 -1.66 -0.33
C -1.78 0.99 -3.16
Tc 0.08 -0.05 1.41
H -2.92 -2.02 0.65
C -0.27 -2.01 -0.94
C -0.58 -1.61 3.15
C 5.61 1.16 2.34
C -0.74 3.52 1.37
C -1.35 -2.67 -1.66

(3)
An isolated ion of composition C5H12NO and charge +1 in a non-equilibrium geometry, computed with the ωB97M-V functional and the def2-TZVPD basis.

Results
HOMO energy   -13.520 eV
Net charge   +1
Relative energy (zero: lowest compared OMol25 entry of this formula, charge and spin)   0.481 eV
Largest force on an atom   0.0344 Eh/bohr

Atoms and positions in Å:
H -1.14 1.33 -1.69
H 0.53 -1.87 2.01
H 0.32 -1.93 -1.24
H -0.84 -0.27 0.89
H 1.41 0.96 0.01
C 1.03 -1.21 1.30
C -1.12 2.18 0.23
H -0.59 -2.61 -0.03
H -1.29 -1.51 -1.08
N -0.44 -1.75 -0.58
H 1.87 -1.70 0.80
C 0.56 0.52 -0.52
H 1.21 0.18 -1.33
H 0.16 2.42 -1.49
O -2.17 1.72 0.58
C -0.37 1.63 -0.97
H -0.61 2.98 0.81
H 1.44 -0.47 1.97
C 0.02 -0.62 0.34

> largest force on an atom of number 1 (C6H14N2O2)?

0.0419 Eh/bohr

> largest force on an atom of number 1 (C6H14N2O2)?

0.0419 Eh/bohr